1.
The following is a DFT calculation (ωB97M-V with the def2-TZVPD basis set) of a single C5H8N2 molecule at a distorted geometry.

```
15
Properties=species:S:1:pos:R:3:forces:R:3
C -1.06990 0.78911 -1.18225 0.2 0.2 0.4
C -0.75944 -0.03558 0.07424 0.8 0.6 0.6
C 0.04701 -1.29617 -0.22986 -0.1 -0.2 -0.1
N 0.64563 -1.24894 1.09802 0.5 -0.2 0.1
C 0.43089 0.18851 1.23178 -0.1 0.2 -0.4
C 1.38873 1.13213 0.68961 0.9 0.6 -0.8
N 2.00831 1.92665 0.12108 -0.3 -0.6 0.5
H -0.13509 1.21420 -1.56055 -0.1 0.2 0.0
H -1.45532 0.15410 -2.00402 0.2 0.0 0.6
H -1.80297 1.58888 -1.05316 0.2 0.0 0.2
H -1.44961 -0.02884 0.89469 -1.8 -1.1 -0.7
H 0.76443 -1.01606 -1.02616 -0.2 -0.1 0.2
H -0.41670 -2.24700 -0.51443 -0.2 0.2 0.2
H 1.60068 -1.56668 1.16997 0.2 0.0 0.1
H 0.20334 0.44569 2.29103 -0.3 0.2 -0.9
```
Positions in Å, forces in eV/Å.

Output
Highest occupied orbital energy in Eh: -0.3629
ΔE to the lowest compared entry with this formula, charge and spin in eV: 2.164
HOMO-LUMO gap in Eh: 0.39852
Calculated total energy in eV: -8292.8318
E_LUMO in eV: 1.0
Max |F| in hartree/bohr: 0.0421
SMILES: C[C@H]1CN[C@H]1C#N
Molecular weight in g mol⁻¹: 96.13

Löwdin population analysis, charges in e, atoms 1 to 6:
1. C -0.061
2. C -0.238
3. C -0.193
4. N -0.021
5. C -0.269
6. C -0.203


2.
The following is a DFT calculation (ωB97M-V with the def2-TZVPD basis set) of 4 unconnected molecules or ions with the total composition C22H55IN3O3P2.

```
86
Properties=species:S:1:pos:R:3:forces:R:3
C 2.18540 -2.37489 -0.79082 0.0 0.0 0.1
C 1.12918 -3.10116 -1.62147 0.0 -0.1 0.3
C 1.12987 -4.62549 -1.43021 0.0 -0.1 -0.2
N 1.45956 -5.07523 -0.05197 -0.1 0.0 0.0
I 3.19425 -6.12073 0.18786 0.0 0.1 0.0
C 0.62939 -4.85815 0.94117 -0.2 0.1 -0.1
N -0.55431 -4.22663 0.67709 0.1 0.3 0.7
N 0.80941 -5.29114 2.22268 0.4 -0.4 -0.5
P 1.07059 -4.19550 3.58061 -0.4 -0.1 0.4
P 3.26343 -3.96400 3.48625 0.0 0.0 0.1
O 3.80990 -5.30995 3.35400 0.0 0.0 0.0
O 3.61051 -3.24662 4.86276 0.0 0.1 -0.1
O 3.74063 -2.98070 2.32249 -0.1 0.1 0.0
H 2.06652 -1.29345 -0.86742 0.0 -0.1 -0.1
H 2.11374 -2.62332 0.27266 0.0 0.0 -0.1
H 3.19557 -2.64347 -1.10753 0.0 0.1 0.0
H 1.29753 -2.91291 -2.68314 -0.1 0.0 0.0
H 0.13320 -2.71303 -1.39412 0.1 0.1 -0.1
H 0.15898 -5.05656 -1.68723 0.0 0.1 0.0
H 1.87316 -5.07713 -2.08277 0.0 0.0 0.1
H -0.52356 -3.26404 0.36653 0.0 -0.2 -0.5
H -1.22069 -4.35928 1.42744 0.0 0.1 0.0
H 1.37964 -6.13122 2.30038 0.1 0.1 0.1
H 0.68584 -3.01003 2.91224 0.0 0.0 -0.1
H 3.15595 -2.42227 5.08075 0.1 0.0 0.1
H 3.74931 -2.03804 2.53956 0.1 -0.1 -0.1
C -2.50332 -0.00537 -0.49223 0.1 0.0 0.0
C -1.04748 0.43784 -0.59615 0.0 -0.1 0.0
C -0.82148 1.91179 -0.26935 0.0 0.0 0.0
C -1.53076 2.89019 -1.20749 0.0 0.0 0.0
C -1.17571 2.72721 -2.68522 0.0 0.0 0.0
C 0.30661 2.93351 -2.97579 0.0 0.0 0.0
H -3.14085 0.53073 -1.19509 0.0 0.0 0.0
H -2.60929 -1.07160 -0.70756 0.0 0.0 0.0
H -2.88471 0.17183 0.51591 -0.1 0.0 0.0
H -0.66640 0.21482 -1.59786 0.0 0.0 0.0
H -0.44676 -0.16355 0.09979 0.0 0.0 0.0
H 0.25319 2.11437 -0.27874 0.0 0.0 0.0
H -1.15457 2.10419 0.75548 0.0 0.0 0.0
H -1.27841 3.90623 -0.89045 0.0 0.0 0.0
H -2.61368 2.80115 -1.08808 0.0 0.0 0.0
H -1.76156 3.44684 -3.26099 0.0 0.0 0.0
H -1.48248 1.73895 -3.04115 0.0 0.0 0.0
H 0.62824 3.92713 -2.65679 0.0 0.0 0.0
H 0.51534 2.84299 -4.04226 0.0 0.0 0.0
H 0.92806 2.19916 -2.45826 0.0 0.0 0.0
C -8.60862 0.09167 3.26914 0.0 0.0 0.0
C -7.30804 0.39052 2.53149 0.0 0.0 0.0
C -6.65366 -0.84873 1.92200 0.0 0.0 0.0
C -6.24522 -1.92225 2.93353 0.0 0.0 0.0
C -5.28664 -1.44512 4.02363 0.0 0.0 0.0
C -3.95553 -0.94168 3.47682 0.0 0.0 0.0
H -8.45086 -0.58155 4.11330 0.0 0.0 0.0
H -9.05603 1.00521 3.66112 0.0 0.0 0.0
H -9.33569 -0.37523 2.60145 0.0 0.0 0.0
H -6.60894 0.88862 3.20971 0.0 0.0 0.0
H -7.50793 1.10438 1.72861 0.0 0.0 0.0
H -5.77885 -0.53909 1.34164 0.0 0.0 0.0
H -7.34570 -1.29747 1.20290 0.0 0.0 0.0
H -5.77954 -2.75174 2.38967 0.0 0.0 0.0
H -7.13741 -2.34002 3.40574 0.0 0.0 0.0
H -5.10323 -2.27359 4.71272 0.0 0.0 0.0
H -5.75469 -0.65715 4.61862 0.0 0.0 0.0
H -3.45582 -1.72611 2.89899 0.0 0.0 0.0
H -3.28510 -0.63659 4.28190 0.0 0.0 0.0
H -4.09348 -0.08089 2.82059 0.0 0.0 0.0
C 6.63649 5.05580 -4.46595 0.0 0.0 0.0
C 6.77902 4.05035 -3.32850 0.0 0.0 0.0
C 5.71499 2.95356 -3.34647 0.0 0.0 0.0
C 4.27677 3.45333 -3.19534 0.0 0.0 -0.1
C 4.00154 4.26286 -1.93012 -0.1 -0.1 0.1
C 4.21861 3.47027 -0.64502 0.0 0.0 0.0
H 5.68640 5.59024 -4.41791 0.0 0.0 0.0
H 7.43107 5.80149 -4.43225 0.0 0.0 0.0
H 6.68970 4.55616 -5.43565 0.0 0.0 0.0
H 6.75720 4.57663 -2.36998 0.0 0.0 0.0
H 7.76257 3.57796 -3.39002 0.0 0.0 0.0
H 5.93757 2.23120 -2.55538 0.0 0.0 0.0
H 5.79181 2.40081 -4.28812 0.0 0.0 0.0
H 3.60325 2.58898 -3.21283 0.0 0.0 0.0
H 4.00845 4.05651 -4.06654 0.0 0.0 0.0
H 2.96534 4.60973 -1.96013 0.0 0.0 0.0
H 4.62019 5.16359 -1.91176 0.0 0.0 0.0
H 3.57983 2.58205 -0.62768 0.0 0.0 0.0
H 3.97916 4.07049 0.23384 0.0 0.0 0.0
H 5.25408 3.14134 -0.54327 0.0 0.0 0.0
```
Positions in Å, forces in eV/Å.

Output
Highest occupied orbital energy in Eh: -0.4582
HOMO-LUMO gap in Eh: 0.30676
Calculated total energy in eV: -60993.7514
Net charge: +1
E_LUMO in eV: -4.1
Max |F| in hartree/bohr: 0.0152
Molecular weight in g mol⁻¹: 598.55

Löwdin population analysis, charges in e, atoms 1 to 6:
1. C -0.090
2. C -0.221
3. C -0.226
4. N -0.446
5. I 1.163
6. C -0.565


3.
The following is a DFT calculation (ωB97M-V with the def2-TZVPD basis set) of a molecular structure, C18H22N3O5Sc at a distorted geometry.

```
49
Properties=species:S:1:pos:R:3:forces:R:3
Sc -0.35480 -0.05165 -0.08467 0.5 -1.9 -0.2
C 1.30966 0.79375 2.45255 1.0 0.4 0.8
O 0.88444 1.11818 1.11109 -0.5 0.6 -0.4
C 1.50567 2.23700 0.44657 0.6 0.6 -0.8
C 0.63926 2.76172 -0.74731 0.4 -0.4 -0.4
O -0.05855 1.64581 -1.42019 0.1 0.6 0.1
C 0.42545 1.32371 -2.74866 -0.6 0.2 -0.8
C 1.77410 0.66561 -2.62204 0.2 0.0 -0.2
O 1.73454 -0.27935 -1.54969 0.1 -0.4 0.3
C 2.97713 -1.07401 -1.48508 -0.4 -0.6 -1.2
H 1.49747 1.70542 3.05078 -0.2 -0.4 -0.5
H 0.56046 0.16883 2.90665 -0.3 0.1 0.1
H 2.21710 0.19409 2.40445 0.2 0.2 -0.1
H 1.66987 3.07682 1.15157 -0.1 -0.6 -0.3
H 2.46520 1.88899 0.02543 -0.2 0.2 0.5
H -0.11512 3.48851 -0.43525 0.0 -0.3 0.0
H 1.27764 3.21047 -1.54686 -0.3 -0.1 1.0
H -0.34276 0.71191 -3.25443 0.2 -0.3 0.7
H 0.40933 2.20085 -3.43376 0.5 -0.2 0.8
H 2.02069 0.16497 -3.56694 0.1 0.2 0.1
H 2.53127 1.41912 -2.37992 0.1 -0.1 -0.2
H 2.99344 -1.83367 -2.31699 -0.2 0.8 0.7
H 3.84687 -0.42714 -1.62878 -0.2 0.1 0.2
H 3.03726 -1.62372 -0.54939 -0.2 0.3 0.1
O -2.21222 -0.82305 3.58916 1.0 1.2 -3.1
C -1.79408 -0.46337 2.47204 -0.5 -1.6 3.2
N -0.84541 -1.14022 1.69737 -0.9 1.2 -1.4
C -0.81458 -2.53180 1.71037 -1.0 -0.6 2.7
O -1.15349 -3.24791 2.64201 0.7 1.0 -1.4
C -0.43280 -3.10566 0.41786 0.5 -0.8 -1.4
C -0.27126 -4.47000 0.27070 0.8 0.1 -0.8
C 0.10021 -5.02916 -0.96575 -0.4 0.3 0.8
C 0.19952 -4.15824 -2.04702 -0.3 0.6 0.6
C -0.08608 -2.79359 -1.85232 0.2 -1.3 0.4
N -0.31991 -2.26915 -0.63254 -0.4 0.4 -0.7
C -2.27499 0.84652 1.87981 0.5 -0.7 -0.9
C -2.82451 1.76067 2.72620 -0.1 1.4 1.1
C -3.04900 3.06257 2.27907 0.0 -0.6 -2.0
C -3.00440 3.29003 0.89298 1.0 -0.7 0.0
C -2.53954 2.25553 0.05646 -0.1 0.2 0.1
N -2.06556 1.08188 0.52951 -1.2 0.5 1.6
H -0.28862 -5.05191 1.15243 -0.4 -0.6 0.7
H 0.24403 -6.12423 -1.01496 0.1 0.9 -0.3
H 0.48929 -4.50399 -3.01855 -0.1 -0.1 -0.4
H -0.20013 -2.16871 -2.72309 0.4 0.4 0.0
H -2.95207 1.58983 3.79933 0.2 -0.5 -0.5
H -3.21962 3.86704 2.95121 -0.4 0.4 0.5
H -3.09853 4.27200 0.44406 -0.5 -0.1 0.1
H -2.49186 2.36870 -1.03545 0.1 0.2 0.6
```
Positions in Å, forces in eV/Å.

Output
Highest occupied orbital energy in Eh: -0.5600
ΔE to the lowest compared entry with this formula, charge and spin in eV: 0.000
HOMO-LUMO gap in Eh: 0.30994
Calculated total energy in eV: -54418.5677
Net charge: +2
E_LUMO in eV: -6.8
Max |F| in hartree/bohr: 0.0698
Molecular weight in g mol⁻¹: 405.35

Löwdin population analysis, charges in e, atoms 1 to 6:
1. Sc 1.258
2. C 0.013
3. O -0.299
4. C -0.094
5. C -0.061
6. O -0.277